Model one:
Computed, not measured: one molecule with the formula C18H23N3O2S, with wB97M-V/def2-TZVPD.

Structure (XYZ):
```
47
C18H23N3O2S | the Open Molecules 2025 dataset | wB97M-V/def2-TZVPD
C 6.6143 2.6480 -0.3523
O 6.0537 1.7691 0.5890
C 4.8952 1.1194 0.2615
C 4.2103 1.2631 -0.9398
C 3.0429 0.5573 -1.1577
C 2.5370 -0.3190 -0.1985
N 1.3402 -0.9376 -0.4858
C 0.9187 -2.0547 -0.0666
S 1.7363 -3.3097 0.9180
C 0.3232 -4.3241 0.7987
C -0.6612 -3.7531 0.0882
C -1.9961 -4.3534 -0.1905
N -0.3270 -2.5056 -0.4007
C -1.2041 -1.6397 -1.1505
C -1.8574 -0.5954 -0.2444
C -2.7621 0.3428 -1.0460
N -3.3922 1.3250 -0.2050
C -2.7266 2.5408 0.2014
C -3.6055 3.0662 1.3422
C -4.9769 2.4594 1.0497
C -4.6627 1.2119 0.2377
O -5.4046 0.2848 -0.0009
C 3.2261 -0.4503 1.0110
C 4.3834 0.2606 1.2342
H 5.9382 3.4788 -0.5819
H 7.5188 3.0398 0.1110
H 6.8800 2.1305 -1.2804
H 4.5726 1.9231 -1.7128
H 2.5099 0.6691 -2.0898
H 0.3225 -5.2817 1.2752
H -2.0803 -5.3014 0.3327
H -2.7967 -3.6961 0.1453
H -2.1236 -4.5362 -1.2574
H -1.9628 -2.2420 -1.6507
H -0.5920 -1.1304 -1.9004
H -2.4536 -1.0883 0.5262
H -1.0662 -0.0238 0.2435
H -2.1825 0.8523 -1.8219
H -3.5651 -0.2331 -1.5157
H -1.7024 2.3353 0.5211
H -2.6901 3.2483 -0.6383
H -3.6230 4.1534 1.3774
H -3.2315 2.6969 2.2975
H -5.5451 2.2104 1.9433
H -5.5899 3.1172 0.4304
H 2.8403 -1.0948 1.7860
H 4.9178 0.1671 2.1667
```

LUMO level = 0.0262 hartree
SMILES string = COc1ccc(/N=c2\scc(C)n2CCCN2CCCC2=O)cc1
frontier orbital gap = 7.77 eV



Model two:
Computed, not measured: C18H23N3O2S as an isolated structure, with wB97M-V/def2-TZVPD.

Structure (XYZ):
```
47
C18H23N3O2S | the Open Molecules 2025 dataset | wB97M-V/def2-TZVPD
C 1.0598 0.6042 3.8062
C -0.1155 0.1911 3.0047
C -1.2850 0.6673 3.2613
C -2.4904 0.2070 2.7995
C -2.4072 -0.6748 2.0000
C -1.2231 -1.4391 1.6875
C -0.1721 -0.9629 2.3035
N 1.3728 -1.3307 1.8336
C 2.3845 -0.6259 1.3723
O 2.2708 0.5872 1.2179
C 3.6527 -1.6369 0.8655
H 4.1841 -1.9035 1.8294
H 4.1229 -0.6430 0.3867
S 3.1306 -3.0198 -0.1916
C 2.1300 -2.0796 -1.2599
N 1.2150 -2.8490 -2.1124
N 0.4360 -1.6941 -2.7419
C 0.8592 -0.6882 -2.1655
O 1.9936 -0.8234 -1.3898
C 0.3488 0.5842 -2.4115
C -0.5588 0.7750 -3.4998
C -1.2410 1.9003 -3.6490
C -1.8507 2.4394 -2.4485
C -0.9523 2.3659 -1.2413
C 0.0086 1.2414 -1.1290
H 0.4734 1.1963 -0.3783
H -1.1908 0.5592 -0.7647
H 0.0328 3.2105 -1.5612
H -1.4564 2.7503 -0.2555
H -2.7982 1.8466 -2.1941
H -2.2089 3.5264 -2.5697
H -1.8939 2.2007 -4.4648
H -0.4399 2.7941 -4.0178
H -1.4803 0.0740 -3.2699
H -0.1781 0.4369 -4.4244
H 1.3261 1.2604 -2.7483
H 1.4353 -2.2741 1.6762
C -1.2062 -2.7942 0.6157
H -2.0135 -2.9209 0.3173
H -0.5215 -3.6330 1.1656
H -0.6443 -2.3720 -0.2962
H -3.3386 -1.5760 1.5672
H -3.4699 0.5379 3.1781
H -1.5249 1.4948 4.2556
H 1.9049 -0.1806 4.2210
H 1.6152 1.4265 3.1005
H 0.7045 1.2442 4.7197
```

LUMO level = 0.0143 hartree
frontier orbital gap = 9.21 eV



Relative energy of each structure, in eV: model one 0.000; model two 16.074.



Model one:
Computed, not measured: a 2-piece molecular cluster, C6H6N3OP overall, with wB97M-V/def2-TZVPD.

Structure (XYZ):
```
17
C6H6N3OP | the Open Molecules 2025 dataset | wB97M-V/def2-TZVPD
C 2.8574 -0.1842 1.0747
C -2.2794 2.0309 0.0327
C -1.1623 -2.4077 -0.0275
C 2.7498 0.0633 -0.3320
C -1.0657 1.5563 -0.6880
C -0.7334 -1.3094 -0.7296
N 3.2193 -1.1936 0.3599
N -1.3240 2.7708 0.1717
N -2.0823 -1.5638 -0.2268
O -0.3952 0.1456 1.6278
P -0.1604 0.2089 0.1841
H 2.7461 0.1271 2.0855
H -3.3271 1.7519 0.4088
H -0.9461 -3.3515 0.5789
H 3.3966 0.8078 -0.8892
H -0.9683 1.7374 -1.7821
H -0.5251 -1.1897 -1.8487
```

LUMO level (alpha / beta) = -0.0178 / 0.0008 hartree
frontier orbital gap (alpha / beta) = 7.79 / 7.71 eV



Model two:
Computed, not measured: one molecule with the formula C6H6N3OP, with wB97M-V/def2-TZVPD.

Structure (XYZ):
```
17
C6H6N3OP | the Open Molecules 2025 dataset | wB97M-V/def2-TZVPD
O 0.2297 0.8401 -2.3207
P -0.0318 0.6814 -0.8946
C 1.2862 1.1969 0.2369
N 2.0036 1.7948 1.0553
C 2.5959 0.5931 0.4126
C -0.2688 -1.1102 -0.4515
N -1.2152 -1.8552 -0.0945
C 0.1237 -2.4784 -0.0933
C -1.8046 1.4678 -0.1976
C -2.5707 0.5080 0.6217
N -1.9684 1.4330 1.2698
H 2.8192 -0.2133 1.1039
H 3.2846 0.8558 -0.2812
H 0.2096 -3.1161 -0.9497
H 0.6947 -2.6073 0.7906
H -2.1665 2.2949 -0.7944
H -3.2213 -0.2854 0.5867
```

LUMO level = -0.0220 hartree
SMILES string = O=P(C1=NC1)(C1=NC1)[C@H]1C=N1
frontier orbital gap = 9.12 eV



Relative energy of each structure, in eV: model one 2.680; model two 0.000.



Model one:
Computed, not measured: C3H5FN2S as an isolated structure, with wB97M-V/def2-TZVPD.

Structure (XYZ):
```
12
C3H5FN2S | the Open Molecules 2025 dataset | wB97M-V/def2-TZVPD
C 0.5503 0.1218 0.0031
C -1.8973 0.6289 0.0182
C -2.3989 -0.5962 0.0158
H 4.1698 0.3878 0.2338
H 0.2311 -1.0017 0.3773
H -0.3122 1.9187 -0.4616
H -2.4581 1.5428 -0.0050
H -2.0682 -1.6274 -0.1313
N 1.7868 0.6614 -0.1503
N -0.5832 0.8680 0.2133
F -3.7931 -0.5228 -0.0609
S 3.0391 -0.5092 -0.0081
```

LUMO level = 0.0163 hartree
frontier orbital gap = 8.53 eV



Model two:
Computed, not measured: one molecule with the formula C3H5FN2S, with wB97M-V/def2-TZVPD.

Structure (XYZ):
```
12
C3H5FN2S | the Open Molecules 2025 dataset | wB97M-V/def2-TZVPD
C -1.1767 1.4641 1.4748
C -0.7918 1.0617 0.2515
F -1.2867 1.8025 -0.7586
C 0.1073 -0.1399 -0.0546
S 0.0226 -1.1653 -1.3796
N 1.0696 -0.2794 0.8190
N 1.8521 -1.3768 0.9280
H -0.9245 0.7086 2.2374
H -1.8318 2.3551 1.6311
H 1.0654 0.2560 1.7613
H 1.3121 -2.2586 0.9449
H 2.3129 -1.3600 0.0673
```

LUMO level = -0.0043 hartree
SMILES string = C=C(F)C(=S)NN
frontier orbital gap = 8.69 eV



Relative energy of each structure, in eV: model one 1.840; model two 0.000.



Model one:
Computed, not measured: a 3-piece molecular cluster, C2H9O3 overall, with wB97M-V/def2-TZVPD.

Structure (XYZ):
```
14
C2H9O3 | the Open Molecules 2025 dataset | wB97M-V/def2-TZVPD
C 0.4494 -0.8163 -0.3547
O -0.7363 -0.3581 0.2268
C 1.5595 -0.9517 0.6790
H 0.7034 -0.1086 -1.1589
H 0.2191 -1.8355 -0.8304
H 1.2565 -1.4453 1.6028
H 1.8429 0.0830 0.9900
H 2.3706 -1.4904 0.1924
H -2.2848 1.3038 -1.3227
H -1.7136 0.0092 -1.0490
O -2.0795 0.5260 -1.8620
H -0.7867 2.1143 1.6148
H -0.5221 0.9721 0.4783
O -0.2783 1.9972 0.7936
```

LUMO level = 0.1636 hartree
charge = -1
frontier orbital gap = 8.44 eV



Model two:
Computed, not measured: a 3-piece molecular cluster, C2H9O3 overall, with wB97M-V/def2-TZVPD.

Structure (XYZ):
```
14
C2H9O3 | the Open Molecules 2025 dataset | wB97M-V/def2-TZVPD
C 1.5473 0.5097 -0.6437
O 0.3022 1.0768 -0.2561
C 2.7085 1.3201 -0.0446
H 1.6654 -0.6341 -0.4110
H 1.5391 0.5439 -1.7013
H 2.7455 1.3576 1.0386
H 3.6372 0.9891 -0.4455
H 2.5701 2.2470 -0.5986
H -2.3150 -1.1722 0.0304
H -2.8753 -2.4606 -0.7936
O -3.1883 -1.6154 -0.3577
H -0.9506 -0.8230 2.1058
H -0.1784 0.4378 0.4660
O -1.0354 -0.8944 1.1686
```

LUMO level = 0.1487 hartree
charge = -1
frontier orbital gap = 8.06 eV



Relative energy of each structure, in eV: model one 0.000; model two 0.611.



Model one:
Computed, not measured: one molecule with the formula C5H10O4, with wB97M-V/def2-TZVPD.

Structure (XYZ):
```
19
C5H10O4 | the Open Molecules 2025 dataset | wB97M-V/def2-TZVPD
C 0.2087 -1.5081 0.4899
C 0.1368 0.9676 -0.3427
C 0.0170 1.5061 1.0377
C -0.5643 1.6720 -1.4403
C 0.4796 -0.4171 -0.6593
O 0.3643 -2.7164 -0.1318
O 1.1207 -1.3116 1.5206
O -1.0995 -1.3624 0.9972
O 0.3561 -0.9080 -1.8323
H 0.4098 -2.4660 -1.1037
H 0.9553 -1.9888 2.1903
H -1.5864 -2.1666 0.7763
H 1.5390 0.3156 -0.3831
H 0.6652 0.9942 1.7417
H 0.2470 2.5739 1.0506
H -1.0259 1.3970 1.3502
H -0.8649 2.6894 -1.1990
H 0.0685 1.6697 -2.3333
H -1.4269 1.0596 -1.7290
```

LUMO level = 0.0044 hartree
frontier orbital gap = 9.38 eV



Model two:
Computed, not measured: C5H10O4 as an isolated structure, with wB97M-V/def2-TZVPD.

Structure (XYZ):
```
19
C5H10O4 | the Open Molecules 2025 dataset | wB97M-V/def2-TZVPD
C -0.3478 0.3187 1.2080
C -0.6196 -0.3349 -0.5616
C -1.5989 0.3904 1.9055
C 0.6867 1.4181 1.4022
C 0.4796 -0.6097 -1.5172
O -1.5101 -1.2754 -0.5267
O 0.1453 -1.4930 -2.5229
O 0.8263 0.6032 -1.9632
O 1.6841 -1.1691 -0.9611
H -2.4181 -0.0570 1.2803
H -1.9545 1.3359 1.9551
H -1.6126 -0.0250 2.9581
H 0.9336 1.7825 0.4096
H 1.5088 0.9515 1.8587
H 0.2130 2.2197 1.9183
H -1.2380 -1.8755 -1.1646
H 0.8399 -2.1714 -2.6729
H 1.6842 0.5671 -2.4872
H 2.2979 -0.5761 -0.5185
```

LUMO level (alpha / beta) = 0.0175 / 0.0164 hartree
frontier orbital gap (alpha / beta) = 8.04 / 7.62 eV



Relative energy of each structure, in eV: model one 0.000; model two 2.819.



Model one:
Computed, not measured: C2H3IN2O as an isolated structure, with wB97M-V/def2-TZVPD.

Structure (XYZ):
```
9
C2H3IN2O | the Open Molecules 2025 dataset | wB97M-V/def2-TZVPD
C 0.0741 0.0493 -0.0580
C 1.5003 0.0474 0.0271
N -0.8101 0.0415 -1.0648
N -1.7312 -0.4132 -0.2133
O -0.8334 -0.2391 0.9414
I -3.6912 0.5357 0.0191
H 1.6520 -0.9966 0.3505
H 1.9450 0.3067 -0.9538
H 1.8945 0.6683 0.9518
```

LUMO level = -0.0400 hartree
frontier orbital gap = 7.91 eV



Model two:
Computed, not measured: one molecule with the formula C2H3IN2O, with wB97M-V/def2-TZVPD.

Structure (XYZ):
```
9
C2H3IN2O | the Open Molecules 2025 dataset | wB97M-V/def2-TZVPD
C 0.2747 2.2395 0.5528
C -0.5420 -0.6961 0.7402
N 2.0919 1.0105 -0.4170
N 1.1362 1.8417 -0.1486
O -0.6121 2.7684 1.1126
I 1.1155 -1.2970 -0.0957
H -0.4541 -0.8280 1.8032
H -1.5514 -0.3621 0.2292
H 2.2723 1.1009 -1.3896
```

LUMO level (alpha / beta) = -0.0326 / -0.0226 hartree
frontier orbital gap (alpha / beta) = 7.09 / 7.76 eV



Relative energy of each structure, in eV: model one 0.000; model two 0.858.



Model one:
Computed, not measured: a 3-piece molecular cluster, C8H16O2 overall, with wB97M-V/def2-TZVPD.

Structure (XYZ):
```
26
C8H16O2 | the Open Molecules 2025 dataset | wB97M-V/def2-TZVPD
C 1.1542 0.6784 -0.6132
C -0.2358 -1.0414 0.6595
C -2.2375 -1.5095 1.6288
C 0.4686 0.8332 -1.9467
C 1.6678 1.9702 -0.0260
C 2.2325 -0.3805 -0.6440
C -0.6226 0.2694 0.6096
C -1.3142 1.3329 0.9034
O -0.3835 -1.9008 -0.3754
O -2.7902 -2.1781 0.4923
H -1.3544 -1.9448 -0.5675
H -2.9761 -3.1108 0.6570
H 0.5696 -1.3099 1.3378
H -2.9584 -0.7583 1.9526
H -1.9631 -2.1650 2.4565
H -0.3174 1.5887 -1.9159
H 1.1865 1.1461 -2.7189
H 0.0336 -0.1125 -2.2751
H 1.9916 1.8414 1.0086
H 2.5401 2.3243 -0.5955
H 0.9322 2.7730 -0.0653
H 3.0380 -0.0660 -1.3241
H 2.6882 -0.5301 0.3369
H 1.8746 -1.3324 -1.0339
H -2.1875 1.2766 1.5376
H -1.0365 2.3058 0.5207
```

LUMO level (alpha / beta) = 0.0304 / 0.0304 hartree
frontier orbital gap (alpha / beta) = 7.32 / 7.32 eV



Model two:
Computed, not measured: C8H16O2 as an isolated structure, with wB97M-V/def2-TZVPD.

Structure (XYZ):
```
26
C8H16O2 | the Open Molecules 2025 dataset | wB97M-V/def2-TZVPD
C -1.3162 -1.0797 0.1242
C 0.5101 -0.9809 1.9343
C -1.6443 -0.7322 -1.3273
C -2.3580 -0.4899 1.0792
C 0.1259 -0.6916 0.4867
O 1.0442 -0.9271 -0.4028
H -1.3307 -2.1719 0.2217
H 1.5706 -0.7732 2.0722
H 0.3459 -2.0384 2.1373
H -0.0742 -0.4002 2.6463
H -2.6165 -1.1442 -1.6035
H -1.6913 0.3495 -1.4588
H -2.2310 -0.8372 2.1044
H -0.8878 -1.1353 -1.9991
H -3.3634 -0.7678 0.7592
H -2.2974 0.6013 1.0707
C 1.2685 1.2510 -2.0397
C 1.5919 1.0298 -0.6050
C 2.7015 1.4047 0.0252
O 0.2289 1.0845 0.3082
H 0.4592 1.5128 1.1472
H 2.0208 1.9006 -2.4887
H 1.2579 0.2993 -2.5683
H 0.2911 1.7123 -2.1524
H 3.5353 1.7730 -0.5535
H 2.8590 1.2506 1.0824
```

LUMO level = 0.0259 hartree
frontier orbital gap = 9.13 eV



Relative energy of each structure, in eV: model one 3.122; model two 0.000.